This record from the Open Molecules 2025 dataset describes C54H95B2F9HgN5O24PS as an isolated structure in a non-equilibrium geometry. The level of theory is ωB97M-V/def2-TZVPD.

```
192
Properties=species:S:1:pos:R:3:forces:R:3
Hg -3.1715 1.7035 -2.4228 0.152 0.061 0.785
O -8.2435 -7.4150 -4.2324 -0.941 3.071 1.282
C -8.4166 -6.2436 -3.8663 0.166 -2.523 -1.795
O -7.5747 -5.5030 -3.2105 0.311 -0.299 1.281
B -7.9657 -4.0809 -3.1339 0.014 -1.327 -0.570
O -9.1061 -4.0034 -4.0702 -0.326 -0.810 0.706
C -9.5511 -5.2701 -4.3190 -2.759 0.181 -2.316
O -10.6101 -5.5276 -4.9295 3.523 0.751 2.212
O -6.7470 -3.3862 -3.4868 0.893 1.580 0.389
C -6.3585 -2.6241 -2.4747 2.611 2.506 -1.208
O -5.3259 -1.9350 -2.4099 -2.561 -1.915 -0.401
C -7.4614 -2.6675 -1.3891 2.897 0.898 1.942
O -8.2237 -3.5966 -1.7433 -3.265 -2.187 -1.007
O -7.3662 -2.1186 -0.3223 -0.538 0.258 -0.546
O -1.6512 -1.7623 -8.1110 -0.947 -1.700 0.831
C -2.0321 -2.6292 -7.3341 1.243 1.139 -1.642
O -2.0646 -3.9599 -7.5517 -0.274 1.601 0.575
B -2.2885 -4.6354 -6.2357 -0.761 1.637 -0.482
O -2.3246 -3.5353 -5.2751 -0.001 2.943 0.725
C -2.3027 -2.2931 -5.8520 0.468 1.189 2.061
O -2.3126 -1.1275 -5.3318 -0.234 -5.158 -1.847
O -3.5952 -5.3333 -6.1537 -0.179 4.406 -0.557
C -3.3656 -6.5412 -6.0850 -4.221 -8.255 -0.288
O -4.2609 -7.4674 -6.1555 3.804 3.505 0.401
C -1.8774 -6.7949 -5.9835 0.615 -4.508 -0.044
O -1.2860 -5.6300 -6.0079 1.104 0.031 0.240
O -1.3912 -7.9370 -5.9541 -0.564 3.412 0.085
P -0.6473 1.1564 0.7296 0.160 3.410 -1.310
F -0.7008 2.1367 2.0644 0.076 -1.386 -0.406
F -0.0018 -0.0065 1.5569 0.152 -0.339 -0.580
F -2.1488 0.6177 0.8809 0.051 -0.272 1.058
F -0.6994 0.4009 -0.7758 0.816 0.025 0.872
F -1.3016 2.4818 -0.0241 -0.686 0.307 -1.177
F 0.8369 1.8589 0.2992 -1.163 -1.563 0.697
C -5.8172 4.9568 1.3901 0.079 -1.197 0.658
F -4.9828 5.4497 0.5181 -0.124 2.386 -1.920
F -4.9516 4.4705 2.2636 -0.588 -0.352 2.152
F -6.6948 5.8598 1.9551 1.654 -1.042 -0.872
S -6.6850 3.5800 0.5530 -1.725 -0.513 -0.443
O -7.2847 2.7554 1.5807 0.394 0.493 -0.142
O -7.6014 4.3146 -0.2905 0.148 -0.076 -0.040
O -5.6851 2.8150 -0.2012 0.620 0.123 0.190
C 3.8730 -3.3998 -5.7000 -1.061 0.043 -1.219
C 4.6922 -2.7509 -4.6585 1.442 2.758 1.267
C 3.7465 -2.6212 -3.4670 0.774 0.285 1.335
C 4.4615 -2.3086 -2.1614 0.386 -0.580 1.106
C 5.6863 -3.2078 -1.8571 -0.359 0.893 -0.534
C 6.6669 -3.3258 -3.0205 -0.074 -1.066 -1.628
N 5.8763 -3.5210 -4.2663 -1.960 -0.880 0.761
O 6.6238 -3.8256 -5.3855 0.540 -0.111 -0.048
C 7.6003 -2.1242 -3.1726 0.062 1.411 0.051
C 7.4569 -4.6253 -2.8561 1.302 0.456 1.072
C 5.1289 -1.2397 -5.1307 -1.211 -0.663 -0.665
H 2.8906 -2.9291 -5.6626 -0.093 0.310 -0.057
H 3.6155 -4.4307 -5.4570 0.661 -0.210 -0.336
H 4.2154 -3.1948 -6.7143 0.250 -0.702 -0.035
H 3.0637 -1.7799 -3.5853 -0.322 -0.338 -0.562
H 3.2064 -3.5592 -3.3382 -0.180 0.025 -0.189
H 3.8386 -2.5254 -1.2936 -0.621 0.131 -0.181
H 4.6290 -1.2368 -2.0541 0.582 0.053 -0.237
H 5.3180 -4.1965 -1.5836 -0.004 -0.123 -0.223
H 6.1890 -2.8224 -0.9700 0.226 0.038 -0.007
H 8.4998 -2.0315 -2.5640 -0.214 -0.577 0.602
H 8.0182 -1.9114 -4.1565 -0.224 -0.714 -0.491
H 7.0272 -1.2134 -2.9988 -0.120 0.093 0.298
H 8.2664 -4.7443 -3.5763 -0.317 -0.036 -0.309
H 7.9806 -4.4719 -1.9126 0.264 -0.139 0.330
H 6.9215 -5.5639 -2.7128 -0.482 0.323 -0.470
H 5.9878 -1.1370 -5.7940 0.640 -0.509 0.411
H 5.1647 -0.4628 -4.3670 0.265 -0.416 0.365
H 4.3881 -0.8607 -5.8347 -0.624 -0.137 0.119
H 7.0055 -2.9818 -5.6381 0.445 0.376 -0.520
C -0.5683 4.1789 -4.5887 -0.620 0.247 -0.589
C -1.6756 4.8999 -5.4309 -0.113 0.390 -0.748
C -1.5004 4.4482 -6.9632 -0.193 -0.595 0.797
C -2.6218 4.7766 -7.9618 0.191 -0.086 1.511
C -3.9861 4.3285 -7.3771 1.002 1.278 -0.364
C -4.2213 4.7543 -5.8855 -0.899 -1.621 1.008
N -3.0492 4.4715 -4.9470 0.419 -0.199 -3.525
O -3.4344 4.7941 -3.6817 0.426 -0.041 1.482
C -4.7752 6.2185 -5.8485 0.578 0.100 -0.739
C -5.3483 3.7733 -5.3652 -0.787 0.326 -1.337
C -1.4877 6.5202 -5.4415 0.079 -1.041 0.540
H -0.6391 4.5405 -3.5629 0.762 0.125 -0.065
H 0.3825 4.2239 -5.1198 0.355 1.308 0.450
H -0.5392 3.0898 -4.5540 -1.410 -0.314 -0.018
H -0.5412 4.8308 -7.3120 0.044 0.296 0.139
H -1.3657 3.3666 -6.9753 -0.097 -0.207 0.235
H -2.4474 4.2838 -8.9183 0.099 -0.019 0.062
H -2.5990 5.8514 -8.1417 -0.292 0.133 -0.110
H -4.1754 3.2793 -7.6038 0.202 -0.100 0.547
H -4.6785 4.8944 -8.0005 -0.586 -0.214 0.294
H -5.2475 6.5791 -4.9347 0.144 -0.404 0.131
H -4.0324 6.9500 -6.1668 0.471 -0.067 0.405
H -5.4772 6.3650 -6.6693 -0.508 -0.513 0.225
H -6.0305 3.7284 -6.2142 -0.650 0.440 0.063
H -5.1583 2.7008 -5.3227 1.161 0.069 0.308
H -5.9353 4.0292 -4.4831 0.382 0.435 0.015
H -2.0729 7.0988 -4.7268 -0.609 -0.374 0.090
H -1.7123 6.9046 -6.4364 0.046 -0.013 0.104
H -0.4917 6.8465 -5.1421 0.367 -0.504 -0.382
H -3.3155 5.7339 -3.5260 0.003 0.699 -0.048
C -3.2741 -6.8670 1.1307 0.988 0.188 -1.096
C -1.7321 -6.7429 1.4560 -1.735 -0.829 -0.456
C -1.7834 -6.7627 3.0239 1.131 0.372 -1.153
C -0.4378 -7.1113 3.6800 -2.365 1.399 -0.552
C 0.1338 -8.3686 3.0827 1.439 0.636 0.906
C 0.2955 -8.5021 1.5325 -3.278 -0.420 0.071
N -1.0415 -7.9417 0.8756 0.747 -1.186 3.342
O -1.2422 -8.2016 -0.4794 0.581 0.426 0.535
C 1.4843 -7.7753 1.0535 1.107 1.262 -0.079
C 0.4305 -9.9824 1.1473 -1.119 0.143 -0.978
C -1.2384 -5.4216 0.9003 1.374 1.199 -0.211
H -3.4490 -6.8228 0.0557 0.078 0.060 -0.090
H -3.7841 -6.0046 1.5600 -0.128 -0.185 0.222
H -3.6799 -7.8251 1.4554 0.080 0.146 0.306
H -2.0448 -5.7579 3.3558 -0.182 0.150 -0.185
H -2.6090 -7.3930 3.3544 0.270 -0.389 -0.055
H -0.7993 -7.1783 4.7061 0.927 -0.638 0.454
H 0.1581 -6.1990 3.6523 0.510 -0.227 -0.291
H -0.3327 -9.1405 3.6949 -0.200 -0.763 -1.053
H 1.1583 -8.3154 3.4509 0.377 -0.669 0.012
H 1.3103 -6.7013 1.1187 0.074 0.103 -0.303
H 2.3494 -7.9441 1.6947 0.115 -0.302 0.008
H 1.7712 -8.0738 0.0452 -0.114 0.198 -0.120
H -0.4903 -10.5167 1.3812 0.227 -0.205 0.786
H 0.3834 -10.0751 0.0622 0.385 0.336 -0.253
H 1.3528 -10.4792 1.4484 -0.146 0.153 0.473
H -1.8405 -4.5559 1.1764 -0.326 -0.194 -0.053
H -1.0014 -5.3277 -0.1594 -1.146 -0.674 -0.574
H -0.2269 -5.1166 1.1683 0.273 -0.316 1.210
H -0.5544 -7.6739 -0.8918 0.048 0.240 -0.835
C -0.6653 7.3517 4.4433 -0.891 1.995 -0.155
C 0.1919 8.1800 3.4697 1.306 0.157 -0.851
C -0.5971 8.6250 2.1331 -1.128 -0.094 1.552
C -1.1987 10.0311 2.1548 0.735 0.839 0.426
C -0.3769 11.0546 2.9281 1.046 0.060 0.827
C 0.1571 10.6545 4.3819 -0.607 0.660 -1.022
N 0.9022 9.4048 4.1219 -1.284 -0.223 -3.245
O 1.8691 9.0636 5.0307 0.419 -0.501 1.015
C 1.0715 11.8387 4.9582 -0.023 -1.540 0.031
C -1.0315 10.3618 5.3252 -0.116 0.987 0.258
C 1.1789 7.1131 2.9451 1.234 -0.064 -0.623
H -0.8652 6.3887 3.9733 -0.308 0.068 0.470
H -1.5310 7.9992 4.5822 -0.792 -0.797 -0.107
H -0.2909 7.3156 5.4664 0.691 -0.484 -0.286
H -0.1262 8.3887 1.1789 0.714 0.185 0.394
H -1.4783 7.9835 2.1426 0.066 -0.434 -0.123
H -2.2264 10.0340 2.5180 -0.035 -0.138 0.054
H -1.2049 10.5515 1.1971 -0.385 -0.739 -0.550
H -0.9021 12.0042 2.8249 -0.294 0.185 0.939
H 0.5285 11.2776 2.3636 0.326 -0.322 -0.092
H 2.1219 11.7727 4.6747 0.056 -0.675 0.054
H 0.8801 12.8781 4.6913 -1.098 -0.221 -0.213
H 0.9776 11.7165 6.0373 0.417 0.352 0.077
H -1.9022 10.1270 4.7129 -0.022 -0.510 0.315
H -0.8059 9.6203 6.0915 0.029 -0.346 -0.400
H -1.3430 11.2142 5.9289 0.103 0.497 -0.213
H 1.5974 6.4525 3.7044 0.028 0.268 0.243
H 1.9852 7.4280 2.2827 0.504 0.953 0.462
H 0.7680 6.4332 2.1987 -1.147 -0.097 0.406
H 2.6186 8.9618 4.4395 0.440 -0.057 0.351
C 2.7494 0.0119 6.7092 -1.188 -0.291 1.344
C 3.6720 -1.1810 7.0253 -1.623 -1.242 -1.479
C 5.0550 -0.8639 6.5161 0.152 0.061 -0.046
C 6.1237 -1.8514 6.9126 1.659 0.995 1.537
C 6.2973 -1.7742 8.4670 -1.636 0.184 -2.096
C 4.8994 -2.1147 9.1080 -0.252 -0.694 0.941
N 3.6963 -1.4571 8.4299 1.333 2.078 1.580
O 2.3572 -1.6700 8.9591 1.729 -1.339 -0.338
C 4.7353 -3.6511 8.9859 -1.259 0.108 -0.650
C 4.9716 -1.5855 10.5580 1.095 -0.873 -0.869
C 3.1142 -2.4415 6.3124 0.215 0.440 -0.001
H 3.0648 0.8841 7.2818 0.292 0.393 -0.592
H 1.7628 -0.1881 7.1272 -0.080 -0.370 0.527
H 2.3745 0.1758 5.6989 1.272 0.191 -0.425
H 5.0822 -0.7354 5.4340 -0.517 0.041 -0.054
H 5.2425 0.1141 6.9593 0.706 0.127 -0.040
H 7.0890 -1.4735 6.5757 0.069 0.044 -0.566
H 6.1040 -2.8806 6.5543 -0.668 0.086 -0.064
H 6.6468 -0.7674 8.6958 -0.321 0.204 0.153
H 7.1393 -2.4252 8.7020 -0.552 -0.463 0.752
H 3.7424 -3.8711 9.3783 -0.022 -0.285 0.145
H 4.6585 -3.8499 7.9170 -0.025 -0.103 -0.036
H 5.4299 -4.4155 9.3342 0.463 0.684 0.624
H 4.3696 -2.1114 11.2991 -0.500 0.493 -0.209
H 6.0052 -1.8253 10.8075 0.135 0.106 0.562
H 4.9179 -0.4995 10.4821 -0.451 -0.073 0.520
H 3.9669 -2.8497 5.7698 -0.565 -0.358 -0.604
H 2.2637 -2.1135 5.7148 0.217 -0.642 -0.468
H 2.7900 -3.1850 7.0406 -0.179 0.146 -0.164
H 2.0567 -0.8434 9.3438 0.488 0.352 0.002
```
Positions in Å, forces in eV/Å.

Relative energy (zero: lowest compared OMol25 entry of this formula, charge and spin) (kcal per mole): 47.1
E_HOMO (eV): -4.932
Gap between HOMO and LUMO (eV): 1.37
Spin multiplicity: 1
E_tot (Eh): -6035.62414
Charge: -2